This record from OMol25 describes a molecular structure, C32H37F5MoNO4PS3. The level of theory is the ωB97M-V functional and the def2-TZVPD basis.

Geometry as XYZ:
```
84
C32H37F5MoNO4PS3 | OMol25 | the ωB97M-V functional and the def2-TZVPD basis
Mo 0.1719 1.1902 0.3354
C -3.4427 3.7387 -1.5917
C -2.2303 2.8755 -1.3825
S -1.5356 2.8354 0.1402
C -1.6738 2.1041 -2.3886
C -2.2190 2.0405 -3.7849
S -0.3200 1.1825 -2.0351
H -3.7052 4.2582 -0.6734
H -4.2942 3.1253 -1.8934
H -3.2675 4.4832 -2.3700
H -3.0078 2.7729 -3.9383
H -2.6326 1.0480 -3.9746
H -1.4309 2.2192 -4.5160
C 2.1879 -1.4818 -2.1860
C 3.0205 -1.1796 -0.9428
C 3.9498 -2.3648 -0.6622
P 1.9431 -0.7277 0.4848
C 3.0627 -0.6551 1.9570
C 4.3246 0.1796 1.7532
C 2.2965 -0.2580 3.2183
C 0.8618 -2.1056 0.8694
C 1.2898 -3.3643 1.2967
C 0.3924 -4.3593 1.6386
C 0.8504 -5.7125 2.1068
C -0.9675 -4.0527 1.5457
C -1.4133 -2.8148 1.1342
C -0.4998 -1.8066 0.7872
N -0.9312 -0.5388 0.3776
C -2.2754 -0.5175 -0.1362
C -3.3093 0.0007 0.6495
C -3.0879 0.3442 2.0931
C -4.5786 0.1213 0.0911
C -4.8564 -0.2989 -1.2015
C -6.2343 -0.1593 -1.7888
C -3.8365 -0.9113 -1.9202
C -2.5576 -1.0589 -1.3992
C -1.5432 -1.8637 -2.1620
H 2.8546 -1.7261 -3.0146
H 1.5711 -0.6397 -2.4971
H 1.5460 -2.3476 -2.0104
H 3.6200 -0.2796 -1.1144
H 3.3774 -3.2912 -0.6108
H 4.5312 -2.2649 0.2521
H 4.6523 -2.4651 -1.4916
H 3.3612 -1.7040 2.0674
H 4.1028 1.2011 1.4610
H 4.9876 -0.2462 1.0001
H 4.8733 0.2245 2.6949
H 2.0396 0.7986 3.2231
H 2.9224 -0.4532 4.0902
H 1.3763 -0.8349 3.3308
H 2.3503 -3.5709 1.3796
H 1.9377 -5.7790 2.1125
H 0.4700 -6.5045 1.4599
H 0.4978 -5.9195 3.1183
H -1.6986 -4.8061 1.8166
H -2.4745 -2.6124 1.0857
H -2.5454 -0.4556 2.6018
H -4.0421 0.4867 2.5990
H -2.5097 1.2531 2.2356
H -5.3738 0.5396 0.6986
H -6.8432 0.5312 -1.2064
H -6.7502 -1.1214 -1.8095
H -6.1914 0.2071 -2.8156
H -4.0448 -1.3091 -2.9087
H -1.7443 -1.8308 -3.2330
H -1.5825 -2.9100 -1.8442
H -0.5292 -1.5178 -1.9898
F 2.3701 2.9559 2.0691
C 2.7110 3.0552 0.7817
C 2.0815 2.2909 -0.2021
C 2.7158 2.3791 -1.4355
F 2.3335 1.6089 -2.4748
C 3.7979 3.1974 -1.7152
F 4.3304 3.2189 -2.9401
C 4.3308 3.9878 -0.7178
F 5.3727 4.7776 -0.9596
C 3.7822 3.9042 0.5461
F 4.3225 4.6005 1.5457
O 0.5902 2.8117 4.2420
S -0.3275 3.2280 3.2358
O 0.0172 4.3217 2.3865
O 0.0456 1.7629 1.9911
O -1.7162 2.9587 3.4341
```

Calculated values
Lowest unoccupied orbital energy (spin up / spin down) (eV): -1.50 / -1.85
HOMO-LUMO gap (spin up / spin down) (eV): 6.580 / 6.231
Spin multiplicity: 1

Atom charges from the Löwdin analysis, given in e for atoms 1 to 8:
1. Mo 1.21
2. C -0.10
3. C -0.70
4. S 0.88
5. C -0.69
6. C -0.08
7. S 0.83
8. H 0.07

---

This record from OMol25 describes a molecular structure, C32H37HoIN4O4S4 at a distorted geometry. The level of theory is the ωB97M-V functional and the def2-TZVPD basis.

Geometry as XYZ:
```
83
C32H37HoIN4O4S4 | OMol25 | the ωB97M-V functional and the def2-TZVPD basis
Ho -0.3189 -0.2249 -0.7893
C -1.9747 -3.4679 2.2598
C -1.3166 -2.3040 2.9370
N -1.0286 -2.3845 4.2126
C -0.6435 -1.2838 4.8958
C -0.3319 -0.0714 4.2963
C 0.3653 1.0248 5.1080
O 1.6601 1.2861 4.4805
C -0.6209 0.0122 2.8766
C -0.3767 1.2823 2.2153
N -0.1529 1.4917 0.9786
C 0.2548 2.8865 0.6851
C 1.4552 3.3082 0.1056
C 1.6786 4.6190 -0.1665
C 0.6432 5.5901 0.0099
C -0.5883 5.1470 0.3864
C -0.8168 3.8118 0.8117
I -2.7394 3.4210 1.3657
C -1.1916 -1.0803 2.1700
O -1.3796 -1.1738 0.9001
H -2.3092 -4.1541 3.0189
H -1.2863 -3.9357 1.5927
H -2.7977 -3.1741 1.5879
H -0.3791 -1.5018 5.9115
H 0.4750 0.6870 6.1067
H -0.0719 2.0087 5.1349
H 2.2789 0.7117 4.9537
H -0.3026 2.2060 2.7927
H 2.1852 2.5460 -0.1015
H 2.6020 4.8910 -0.5661
H 0.8066 6.6557 -0.2358
H -1.3820 5.8778 0.4808
C -4.0792 1.9591 -2.1777
C -2.6139 1.8213 -2.0104
O -2.2408 0.8222 -1.3183
C -1.7237 2.8409 -2.5268
C -2.2049 4.1391 -2.9343
C -1.3800 5.0520 -3.5220
C -0.0005 4.7152 -3.7445
C 0.5340 3.5983 -3.1315
C -0.3236 2.6184 -2.5155
O 0.2144 1.5414 -2.0019
H -4.4349 0.9000 -2.2063
H -4.3980 2.6493 -3.0615
H -4.4691 2.5522 -1.3363
H -3.2321 4.3888 -2.8268
H -1.6979 6.0752 -3.7931
H 0.6760 5.4037 -4.1869
H 1.5356 3.3598 -3.2160
C 3.1899 0.2938 0.8454
C 3.6304 0.0183 -0.6488
S 2.4563 -0.7576 -1.8415
C 2.9334 -2.4368 -1.8619
C 3.0470 -3.0827 -0.4459
S 1.4943 -2.6756 0.5186
C 2.1379 -2.9414 2.2283
C 2.6471 -1.6144 2.8649
S 4.0463 -0.8053 2.0069
H 2.1364 0.3499 0.9214
H 3.6558 1.2720 1.0874
H 4.5679 -0.5675 -0.7497
H 3.8125 0.9753 -1.1344
H 3.8305 -2.5698 -2.4498
H 2.1961 -2.9192 -2.4140
H 3.8204 -2.7238 0.1835
H 3.0563 -4.1473 -0.4747
H 2.9538 -3.6761 2.1513
H 1.3767 -3.2054 2.9494
H 3.1600 -1.8789 3.8621
H 1.7204 -1.0165 2.9513
C -2.6495 -3.7595 -4.2573
N -2.1437 -4.1405 -2.9520
C -2.3851 -5.3460 -2.2696
C -1.5530 -5.3792 -1.1943
N -0.8637 -4.1818 -1.2719
C -1.1805 -3.4126 -2.3129
S -0.5142 -1.9294 -2.8572
H -3.2047 -2.7875 -4.1177
H -3.3007 -4.4623 -4.7937
H -1.7834 -3.6102 -4.9440
H -3.1284 -6.0804 -2.5708
H -1.5263 -6.0432 -0.3597
H -0.1934 -3.9036 -0.5547
```

Calculated values
Expectation value of S²: 6.004
Total charge: +1
Lowest unoccupied orbital energy (spin up / spin down) (eV): -2.51 / -2.47
HOMO-LUMO gap (spin up / spin down) (eV): 7.899 / 7.948
Spin multiplicity: 5

Atom charges from the Löwdin analysis, given in e for atoms 1 to 8:
1. Ho 1.27
2. C -0.02
3. C -0.27
4. N 0.12
5. C -0.10
6. C -0.13
7. C -0.15
8. O -0.07

---

| no. | total energy (eV) |
| --- | --- |
| 1 | -100702.9700 |
| 2 | -125173.2893 |